## A
Below is C40H33BF4IN6O4SSc as an isolated structure, with properties calculated with ωB97M-V/def2-TZVPD.

Calculated values
Net charge: 0
HOMO: -7.95 eV
Kohn-Sham gap: 7.3 eV
Molecular weight: 952.5 u

CARTESIAN COORDINATES (ANGSTROEM)
Sc: -0.26 0.10 0.04
C: -3.70 -2.32 -1.87
C: -3.59 -0.91 -2.35
N: -4.62 -0.36 -2.96
C: -4.56 0.93 -3.33
C: -3.44 1.71 -3.17
C: -3.50 3.19 -3.43
O: -3.23 3.92 -2.24
C: -2.29 1.12 -2.59
C: -1.06 1.88 -2.50
N: -0.01 1.60 -1.82
C: 0.94 2.68 -1.81
C: 0.51 3.92 -1.36
C: 1.37 5.00 -1.31
C: 2.69 4.86 -1.72
C: 3.13 3.63 -2.17
C: 2.27 2.55 -2.22
I: 3.00 0.77 -3.01
C: -2.40 -0.17 -2.09
O: -1.45 -0.72 -1.38
H: -4.52 -2.82 -2.38
H: -3.88 -2.34 -0.79
H: -2.77 -2.87 -2.05
H: -5.46 1.35 -3.75
H: -4.49 3.44 -3.83
H: -2.76 3.52 -4.17
H: -3.59 3.42 -1.50
H: -1.05 2.80 -3.09
H: -0.51 4.02 -1.01
H: 1.02 5.95 -0.94
H: 3.38 5.69 -1.67
H: 4.16 3.51 -2.50
C: -2.96 5.19 6.06
C: -2.83 4.32 4.84
C: -1.95 3.24 4.83
C: -1.84 2.42 3.72
C: -2.62 2.68 2.61
C: -3.51 3.75 2.60
C: -3.60 4.56 3.71
S: -2.47 1.71 1.14
O: -1.27 2.15 0.42
O: -3.72 1.87 0.44
N: -2.04 0.23 1.47
C: -2.92 -0.74 1.95
C: -4.08 -0.49 2.63
C: -4.90 -1.55 3.07
C: -4.57 -2.85 2.83
C: -3.38 -3.14 2.11
C: -2.98 -4.46 1.79
C: -1.85 -4.66 1.06
C: -1.09 -3.54 0.67
N: -1.41 -2.30 0.96
C: -2.55 -2.09 1.68
H: -2.02 5.22 6.62
H: -3.73 4.81 6.73
H: -3.23 6.21 5.79
H: -1.33 3.04 5.70
H: -1.15 1.60 3.72
H: -4.12 3.93 1.72
H: -4.29 5.40 3.70
H: -4.39 0.53 2.83
H: -5.81 -1.32 3.60
H: -5.20 -3.67 3.16
H: -3.60 -5.29 2.11
H: -1.52 -5.65 0.78
H: -0.19 -3.69 0.09
C: 1.84 -3.02 -2.54
C: 2.82 -3.56 -1.72
C: 2.92 -3.13 -0.41
C: 2.03 -2.17 0.05
N: 1.11 -1.62 -0.75
C: 1.02 -2.05 -2.01
C: 1.99 -1.74 1.47
C: 2.89 -2.18 2.43
C: 2.72 -1.78 3.75
C: 1.64 -0.98 4.07
C: 0.80 -0.58 3.05
N: 0.96 -0.94 1.79
H: 1.72 -3.33 -3.57
H: 3.50 -4.32 -2.10
H: 3.66 -3.56 0.25
H: 0.24 -1.57 -2.60
H: 3.72 -2.81 2.16
H: 3.42 -2.11 4.50
H: 1.47 -0.65 5.08
H: -0.04 0.07 3.25
F: 1.41 1.29 0.60
B: 2.07 2.09 1.71
F: 1.10 2.22 2.69
F: 3.12 1.29 2.13
F: 2.47 3.28 1.17

---

## B
Below is C40H33BF4IN6O4SSc as an isolated structure, with properties calculated with ωB97M-V/def2-TZVPD.

Calculated values
Net charge: 0
HOMO: -7.99 eV
Kohn-Sham gap: 7.3 eV
Molecular weight: 952.5 u

CARTESIAN COORDINATES (ANGSTROEM)
Sc: -0.64 0.01 0.15
C: -1.75 -3.36 -2.62
C: -1.01 -2.24 -3.30
N: -1.12 -2.11 -4.61
C: -0.33 -1.22 -5.25
C: 0.69 -0.54 -4.63
C: 1.65 0.28 -5.44
O: 2.94 -0.34 -5.58
C: 0.80 -0.65 -3.23
C: 2.05 -0.31 -2.53
N: 2.14 -0.11 -1.27
C: 3.44 -0.23 -0.71
C: 4.58 0.36 -1.25
C: 5.80 0.24 -0.60
C: 5.90 -0.48 0.58
C: 4.77 -1.06 1.13
C: 3.55 -0.93 0.49
I: 1.85 -1.75 1.37
C: -0.15 -1.40 -2.53
O: -0.22 -1.38 -1.23
H: -2.66 -3.59 -3.17
H: -1.97 -3.14 -1.58
H: -1.12 -4.25 -2.62
H: -0.49 -1.11 -6.31
H: 1.85 1.24 -4.97
H: 1.22 0.48 -6.42
H: 2.80 -1.23 -5.93
H: 2.95 -0.41 -3.14
H: 4.50 0.93 -2.16
H: 6.68 0.71 -1.02
H: 6.85 -0.57 1.09
H: 4.83 -1.61 2.06
C: -5.96 6.19 -0.48
C: -5.28 4.95 0.04
C: -4.02 4.57 -0.42
C: -3.38 3.46 0.09
C: -4.00 2.69 1.07
C: -5.26 3.05 1.55
C: -5.89 4.17 1.02
S: -3.26 1.20 1.68
O: -3.56 0.17 0.73
O: -3.73 1.04 3.03
N: -1.67 1.44 1.56
C: -1.12 2.38 2.45
C: -1.80 3.17 3.34
C: -1.13 4.07 4.20
C: 0.22 4.20 4.18
C: 0.96 3.40 3.27
C: 2.36 3.49 3.19
C: 3.03 2.72 2.29
C: 2.29 1.86 1.46
N: 0.98 1.74 1.50
C: 0.30 2.51 2.40
H: -5.65 6.41 -1.50
H: -5.71 7.06 0.13
H: -7.05 6.08 -0.47
H: -3.53 5.18 -1.17
H: -2.39 3.18 -0.25
H: -5.72 2.45 2.32
H: -6.87 4.45 1.39
H: -2.87 3.09 3.44
H: -1.72 4.66 4.89
H: 0.74 4.88 4.84
H: 2.89 4.17 3.86
H: 4.11 2.75 2.19
H: 2.81 1.28 0.73
C: -4.29 -0.79 -2.59
C: -4.31 0.22 -3.54
C: -3.33 1.19 -3.52
C: -2.34 1.12 -2.54
N: -2.34 0.17 -1.61
C: -3.29 -0.76 -1.64
C: -1.20 2.07 -2.49
C: -1.03 3.07 -3.44
C: 0.07 3.90 -3.36
C: 0.98 3.71 -2.33
C: 0.74 2.69 -1.43
N: -0.33 1.89 -1.49
H: -5.03 -1.57 -2.57
H: -5.08 0.24 -4.30
H: -3.33 1.97 -4.26
H: -3.26 -1.50 -0.85
H: -1.74 3.19 -4.24
H: 0.21 4.68 -4.09
H: 1.86 4.33 -2.22
H: 1.43 2.50 -0.63
F: -1.39 -1.46 1.18
B: -1.68 -2.55 2.33
F: -2.76 -3.23 1.86
F: -0.50 -3.28 2.33
F: -1.87 -1.81 3.45

---

Energetically preferred structure: A | next structure: +0.0655 hartree

---

## A
Below is an isolated ion of composition C5H11NO2 and charge +1, with properties calculated with ωB97M-V/def2-TZVPD.

Calculated values
Net charge: +1
HOMO (spin up / spin down): -15.63 / -14.96 eV
Multiplicity: 2
Kohn-Sham gap (spin up / spin down): 12.1 / 5.6 eV
Molecular weight: 117.1 u

CARTESIAN COORDINATES (ANGSTROEM)
C: -0.73 -1.54 -1.88
N: -1.07 -1.32 -0.54
C: 0.20 2.16 0.51
C: -0.14 1.04 -0.52
C: -0.34 -0.32 0.21
C: 1.00 -0.93 0.72
O: 1.17 -0.43 2.03
O: 0.30 -1.25 -2.43
H: -1.54 -2.01 -2.44
H: -2.06 -1.11 -0.46
H: -0.54 2.95 0.41
H: 0.01 1.81 1.53
H: 1.19 2.54 0.32
H: -1.10 1.34 -0.94
H: 0.68 0.88 -1.16
H: -0.98 -0.16 1.05
H: 0.97 -2.01 0.79
H: 1.82 -0.54 0.13
H: 1.16 -1.10 2.66

---

## B
Below is an isolated ion of composition C5H11NO2 and charge +1, with properties calculated with ωB97M-V/def2-TZVPD.

Calculated values
Net charge: +1
HOMO (spin up / spin down): -15.40 / -15.39 eV
Multiplicity: 2
Kohn-Sham gap (spin up / spin down): 12.0 / 6.8 eV
Molecular weight: 117.1 u

CARTESIAN COORDINATES (ANGSTROEM)
O: -2.54 -0.41 -1.32
C: -1.79 0.35 -0.78
O: -2.19 1.33 0.05
C: -0.28 0.35 -0.88
C: 0.39 0.30 0.53
C: -0.06 -0.95 1.32
C: 1.94 0.44 0.52
N: 0.18 -0.69 -1.71
H: -3.13 1.41 -0.07
H: 0.07 1.25 -1.42
H: 0.10 1.22 1.03
H: -0.61 -1.71 0.77
H: 0.80 -1.49 1.73
H: -0.69 -0.59 2.13
H: 2.27 0.50 1.55
H: 2.44 -0.44 0.12
H: 2.14 1.44 0.12
H: 1.17 -0.65 -1.96
H: -0.19 -1.64 -1.72

---

Energetically preferred structure: B | next structure: +0.0585 hartree

---

## A
Below is a 2-piece molecular cluster, C5H13O overall, with properties calculated with ωB97M-V/def2-TZVPD.

Calculated values
Net charge: +1
HOMO: -13.34 eV
Kohn-Sham gap: 9.6 eV
Molecular weight: 89.2 u

CARTESIAN COORDINATES (ANGSTROEM)
C: 0.79 0.00 2.06
C: 1.17 1.49 -0.85
C: -0.01 -1.60 -0.41
C: -1.67 -0.12 -0.94
C: -0.11 0.35 0.87
O: -0.91 -0.58 0.15
H: 1.75 -0.20 1.72
H: 0.33 -0.85 2.44
H: 0.75 0.89 2.62
H: 1.95 0.82 -1.15
H: 1.48 2.44 -0.46
H: 0.42 1.70 -1.58
H: 0.30 -2.21 0.46
H: -0.47 -2.23 -1.13
H: 0.72 -1.05 -1.04
H: -2.23 0.73 -0.72
H: -1.16 0.11 -1.85
H: -2.42 -0.93 -1.19
H: -0.67 1.23 1.00

---

## B
Below is a 2-piece molecular cluster, C5H13O overall, with properties calculated with ωB97M-V/def2-TZVPD.

Calculated values
Net charge: +1
HOMO (spin up / spin down): -13.14 / -13.93 eV
Kohn-Sham gap (spin up / spin down): 8.2 / 9.9 eV
Molecular weight: 89.2 u

CARTESIAN COORDINATES (ANGSTROEM)
C: 0.98 1.32 1.22
C: 1.69 -2.07 -0.22
C: -1.02 -0.64 -1.21
C: -1.77 0.85 0.38
C: 0.66 0.47 0.00
O: -0.67 -0.05 0.04
H: 0.22 1.75 1.82
H: 1.68 2.01 0.91
H: 1.48 0.72 1.90
H: 2.45 -1.39 -0.57
H: 1.32 -2.89 -0.89
H: 1.68 -2.23 0.86
H: -2.08 -0.84 -1.04
H: -0.85 0.16 -1.92
H: -0.51 -1.60 -1.51
H: -1.45 1.40 1.34
H: -1.80 1.57 -0.56
H: -2.76 0.45 0.40
H: 0.76 1.00 -0.97

---

Energetically preferred structure: A | next structure: +0.0402 hartree

---

## A
Below is the molecule C2H5N2P, with properties calculated with ωB97M-V/def2-TZVPD.

Calculated values
Net charge: 0
HOMO (spin up / spin down): -8.61 / -8.61 eV
Kohn-Sham gap (spin up / spin down): 8.5 / 8.5 eV
Molecular weight: 88.0 u
SMILES string: C=NN=[PH]=C

CARTESIAN COORDINATES (ANGSTROEM)
C: -0.13 -1.50 -0.36
C: -0.03 0.86 0.07
N: 1.09 -1.62 0.12
N: 1.97 -0.81 0.16
P: 1.69 0.87 -0.20
H: -0.90 -1.96 0.18
H: -0.37 -1.62 -1.50
H: -0.67 1.06 -0.82
H: -0.46 1.37 0.88
H: 2.25 1.25 1.01

---

## B
Below is the molecule C2H5N2P, with properties calculated with ωB97M-V/def2-TZVPD.

Calculated values
Net charge: 0
HOMO (spin up / spin down): -8.56 / -8.59 eV
Kohn-Sham gap (spin up / spin down): 7.4 / 7.4 eV
Molecular weight: 88.0 u
SMILES string: [H]/N=C/C=N/P

CARTESIAN COORDINATES (ANGSTROEM)
C: 1.53 -0.33 0.18
C: 0.24 0.31 0.18
N: 2.58 0.37 0.11
N: -1.09 -0.39 -0.11
P: -2.56 0.29 0.20
H: 1.43 -1.43 0.10
H: 0.30 1.35 0.60
H: 3.49 -0.21 -0.13
H: -2.84 1.06 -1.06
H: -3.08 -1.02 -0.08

---

Energetically preferred structure: B | next structure: +0.0220 hartree

---

## A
Below is an isolated ion of composition C6H8NO and charge +1, with properties calculated with ωB97M-V/def2-TZVPD.

Calculated values
Net charge: +1
HOMO: -12.16 eV
Kohn-Sham gap: 6.6 eV
Molecular weight: 110.1 u

CARTESIAN COORDINATES (ANGSTROEM)
C: -0.10 1.28 0.04
C: 1.28 1.21 0.19
C: -0.63 -0.09 -0.30
C: -1.81 -0.57 0.55
C: 0.61 -1.01 -0.12
C: 1.83 -0.04 0.04
N: -2.95 -0.11 0.20
O: 3.08 -0.31 0.16
H: -0.70 2.23 0.01
H: 1.86 2.06 0.57
H: -0.67 -0.01 -1.36
H: 0.67 -1.78 0.70
H: 0.69 -1.72 -0.97
H: -2.95 0.63 -0.37
H: -3.75 -0.56 0.62
H: 3.53 -1.22 0.06

---

## B
Below is an isolated ion of composition C6H8NO and charge +1, with properties calculated with ωB97M-V/def2-TZVPD.

Calculated values
Net charge: +1
HOMO: -13.62 eV
Kohn-Sham gap: 8.6 eV
Molecular weight: 110.1 u

CARTESIAN COORDINATES (ANGSTROEM)
C: 2.36 -0.25 -0.21
C: 1.77 -0.09 1.12
C: 0.94 -0.68 0.04
C: -1.11 1.34 1.62
C: -0.33 0.02 -0.39
C: -1.44 -0.70 -1.19
N: -0.58 1.02 0.56
O: -0.01 1.40 -0.57
H: 2.55 0.77 -0.64
H: 3.04 -1.08 -0.55
H: -1.47 0.55 2.26
H: 0.56 -1.78 -0.04
H: -1.12 2.27 2.18
H: -2.25 -0.07 -1.61
H: -1.90 -1.52 -0.51
H: -0.99 -1.21 -2.06

---

Energetically preferred structure: A | next structure: +0.1879 hartree